{"formula": "C7H5F3N4O7S", "method": "ωB97M-V/def2-TZVPD", "charge": 0, "elements": ["O", "S", "O", "C", "F", "F", "F", "C", "C", "C", "N", "O", "O", "N", "C", "C", "N", "O", "O", "C", "H", "H", "N", "O", "H", "H", "H"], "coordinates": [[2.6777, -1.6434, 2.3112], [2.2812, -0.2855, 2.0318], [2.6162, 0.8295, 2.8904], [2.9389, 0.1442, 0.3145], [4.2813, 0.1134, 0.3384], [2.4867, -0.7500, -0.5925], [2.5289, 1.3792, -0.0483], [0.5048, -0.2473, 1.7756], [-0.1325, 1.0017, 1.8811], [-1.4912, 1.0540, 1.5716], [-2.4041, 2.0783, 1.7748], [-2.2924, 3.2478, 2.1685], [-3.6517, 1.5728, 1.4356], [-3.5709, 0.2336, 1.0734], [-2.2455, -0.0708, 1.2021], [-1.5875, -1.3614, 1.1990], [-2.2769, -2.6173, 0.9881], [-3.5196, -2.6837, 0.9359], [-1.5464, -3.6319, 0.8669], [-0.2109, -1.4181, 1.4801], [0.3956, 1.9180, 2.1431], [0.3014, -2.3773, 1.4807], [-0.6528, 1.9437, 4.8905], [-0.8701, 3.2716, 4.4250], [-1.3467, 1.3277, 4.4524], [0.2701, 1.6895, 4.5391], [-1.4498, 3.1893, 3.6191]], "nbo_charge": [-0.8735, 2.0764, -0.8831, 0.7523, -0.2903, -0.3060, -0.3066, -0.3664, -0.1043, 0.0259, 0.4084, -0.3766, -0.1004, -0.0405, 0.0954, 0.0258, 0.4926, -0.3217, -0.3692, -0.0997, 0.2851, 0.2965, -0.5128, -0.5971, 0.3069, 0.3287, 0.4544]}



{"formula": "C34H80O9S6", "method": "ωB97M-V/def2-TZVPD", "charge": 0, "elements": ["C", "C", "C", "C", "C", "C", "C", "C", "C", "C", "C", "C", "C", "C", "C", "C", "O", "C", "O", "O", "C", "C", "C", "C", "C", "H", "H", "H", "H", "H", "H", "H", "H", "H", "H", "H", "H", "H", "H", "H", "H", "H", "H", "H", "H", "H", "H", "H", "H", "H", "H", "H", "H", "H", "H", "H", "H", "H", "H", "H", "H", "H", "H", "H", "H", "H", "H", "H", "H", "C", "S", "O", "C", "H", "H", "H", "H", "H", "H", "C", "S", "O", "C", "H", "H", "H", "H", "H", "H", "C", "S", "O", "C", "H", "H", "H", "H", "H", "H", "C", "S", "O", "C", "H", "H", "H", "H", "H", "H", "C", "S", "O", "C", "H", "H", "H", "H", "H", "H", "C", "S", "O", "C", "H", "H", "H", "H", "H", "H"], "coordinates": [[-2.5253, -3.0825, 2.3488], [-1.9706, -1.6705, 1.9675], [-3.1160, -0.7985, 1.3554], [-3.0485, -0.7410, -0.1814], [-3.8564, -1.8656, -0.8955], [-3.0065, -3.1173, -1.1461], [-2.1064, -3.0225, -2.4081], [-0.5987, -2.7656, -2.0600], [-0.1670, -1.4034, -2.6721], [1.0098, -0.7283, -1.9017], [0.5704, 0.6717, -1.4049], [0.2131, 1.6212, -2.5592], [-0.5370, 2.9377, -2.1662], [-0.7137, 3.1809, -0.6570], [-1.4471, 4.5162, -0.3551], [-2.3382, 4.3787, 0.9137], [-1.8332, 5.1224, 2.0403], [-0.8873, 4.4428, 2.6820], [0.0671, 4.0445, 2.1630], [-1.0362, 4.2625, 4.0162], [-1.8534, 3.1228, 4.3332], [-1.1783, 1.7655, 4.1534], [0.1796, 1.6189, 4.8513], [1.3803, 1.7273, 3.8927], [1.3230, 0.7651, 2.6915], [-3.4719, -3.2781, 1.8511], [-2.6416, -3.1420, 3.4330], [-1.7688, -3.8159, 2.0595], [-1.5319, -1.1834, 2.8328], [-1.2432, -1.7936, 1.1648], [-2.9270, 0.2297, 1.7038], [-4.1002, -1.0761, 1.7392], [-2.0177, -0.8128, -0.5310], [-3.4723, 0.2136, -0.5125], [-4.7167, -2.1416, -0.2764], [-4.2518, -1.4322, -1.8187], [-2.3417, -3.3289, -0.3068], [-3.7067, -3.9649, -1.2393], [-2.4535, -2.2501, -3.0984], [-2.1644, -3.9843, -2.9280], [-0.4279, -2.7672, -0.9823], [-0.0365, -3.5649, -2.5460], [0.1502, -1.5846, -3.7017], [-1.0293, -0.7371, -2.6341], [1.1975, -1.3407, -1.0146], [1.9365, -0.6642, -2.4773], [-0.2759, 0.5085, -0.7363], [1.4139, 1.1065, -0.8606], [1.1565, 1.8978, -3.0444], [-0.3910, 1.1225, -3.3207], [0.0517, 3.7787, -2.5428], [-1.5233, 2.9676, -2.6373], [0.2834, 3.1803, -0.2128], [-1.2551, 2.3556, -0.1829], [-2.0129, 4.8823, -1.2164], [-0.6717, 5.2266, -0.0650], [-3.2948, 4.8431, 0.6599], [-2.5698, 3.3380, 1.1581], [-2.1028, 3.2276, 5.3924], [-2.8144, 3.1679, 3.8048], [-1.8627, 1.0469, 4.6175], [-1.1423, 1.5451, 3.0830], [0.2692, 0.6824, 5.4064], [0.2613, 2.4330, 5.5831], [1.5371, 2.7628, 3.5948], [2.2752, 1.4580, 4.4686], [0.3119, 0.4859, 2.3756], [1.8714, -0.1567, 2.8682], [1.7930, 1.2829, 1.8258], [-3.8161, 7.3045, -2.4862], [-3.0148, 6.4303, -3.8403], [-1.7502, 5.8632, -3.3157], [-2.5866, 7.8996, -4.7861], [-4.1317, 6.5697, -1.7473], [-3.1136, 8.0027, -2.0299], [-4.6889, 7.8375, -2.8641], [-1.9634, 8.5590, -4.1813], [-3.4983, 8.4141, -5.0912], [-2.0346, 7.5845, -5.6696], [4.7573, -3.8926, 3.5866], [4.0512, -2.2455, 3.7297], [2.6218, -2.3524, 3.3281], [4.9436, -1.5207, 2.3476], [4.2968, -4.5239, 4.3445], [4.5509, -4.3029, 2.5977], [5.8329, -3.8453, 3.7591], [4.7235, -2.0773, 1.4360], [6.0137, -1.5418, 2.5572], [4.6148, -0.4868, 2.2327], [5.4144, 3.8236, 0.4084], [3.7228, 3.3096, 0.7248], [3.7623, 1.8795, 1.1477], [3.1964, 3.3422, -0.9939], [5.9526, 3.8352, 1.3551], [5.8887, 3.1188, -0.2753], [5.4156, 4.8255, -0.0215], [3.8206, 2.6683, -1.5823], [3.2729, 4.3599, -1.3772], [2.1573, 3.0147, -1.0360], [5.8287, 0.0144, -3.2865], [6.8575, 1.4714, -3.5189], [6.3823, 2.5012, -2.5565], [6.2015, 1.9109, -5.1349], [6.0482, -0.4027, -2.3054], [4.7757, 0.2933, -3.3372], [6.0634, -0.7218, -4.0557], [5.1245, 2.0670, -5.0662], [6.4248, 1.1149, -5.8456], [6.6840, 2.8315, -5.4577], [-5.3392, -7.4125, -3.3321], [-4.7067, -5.7302, -3.2446], [-5.4329, -5.0441, -2.1456], [-5.4361, -5.1769, -4.7927], [-5.0303, -7.9380, -2.4304], [-6.4278, -7.3951, -3.3904], [-4.9208, -7.9127, -4.2060], [-6.5186, -5.3025, -4.7563], [-5.0153, -5.7515, -5.6183], [-5.1946, -4.1235, -4.9231], [1.2691, -5.3318, 4.6710], [2.2703, -6.8276, 4.6354], [2.5789, -7.1223, 3.2115], [0.9565, -7.9492, 5.1398], [1.8842, -4.4932, 4.3461], [0.4213, -5.4412, 3.9943], [0.9214, -5.1535, 5.6894], [0.1296, -7.8890, 4.4320], [0.6182, -7.6846, 6.1420], [1.3577, -8.9611, 5.1475]], "mulliken_charge": [-1.5908, 0.6973, -0.7703, 0.7814, -1.2118, 0.0189, -0.8203, -0.9180, -0.8095, -1.0517, 0.8907, -0.8387, -0.8771, 1.1116, -0.3243, -0.0454, -0.4367, 0.3667, -0.2345, -0.3948, -1.0277, 0.7542, -0.9208, -0.6084, 1.6407, 0.3055, 0.4417, 0.2745, 0.3314, -0.2515, -0.2132, 0.7067, -1.0072, 0.5247, 0.3260, 0.4297, -0.1427, 0.3270, 0.5015, 0.2848, 0.3067, 0.6067, 0.4326, 0.4298, 0.4459, 0.2661, -0.5857, 0.2694, 0.3062, 0.4959, 0.1238, 0.4727, -0.0729, -0.5017, -0.2573, 0.4079, 0.3958, -0.0282, 0.4490, 0.3539, 0.4280, -0.5384, 0.4114, 0.3401, 0.1804, 0.4642, -0.7439, -0.2786, -0.5438, -0.9253, 0.4445, -0.5261, -1.0273, 0.2399, 0.3090, 0.4261, 0.3089, 0.4063, 0.3308, -0.9476, 0.4448, -0.5594, -0.7637, 0.2054, 0.3320, 0.4373, 0.2996, 0.4216, 0.1344, -1.0284, 0.5932, -0.5540, -0.4880, 0.3854, 0.2007, 0.3785, 0.1647, 0.5938, -0.4627, -0.6282, 0.3643, -0.5255, -0.9211, 0.3186, -0.0114, 0.4173, 0.2685, 0.3704, 0.3278, -1.0946, 0.7036, -0.6473, -1.0271, 0.3284, 0.3387, 0.3659, 0.3413, 0.3741, 0.3167, -0.4107, 0.5187, -0.6165, -0.9743, -0.0565, 0.1790, 0.3606, 0.2962, 0.3477, 0.3453]}



{"formula": "C42H116N10O12", "method": "ωB97M-V/def2-TZVPD", "charge": 0, "smiles": "COC[C@H](C)N.COC[C@H](C)N.COC[C@H](C)N.COC[C@H](C)N.COC[C@H](C)N.COC[C@H](C)N.COC[C@H](C)N.COC[C@H](C)N.COC[C@H](C)N.COC[C@H](C)N.OCCO", "relative_energy_kj_mol": 18.79, "elements": ["C", "C", "C", "O", "C", "N", "H", "H", "H", "H", "H", "H", "H", "H", "H", "H", "H", "C", "C", "C", "O", "C", "N", "H", "H", "H", "H", "H", "H", "H", "H", "H", "H", "H", "C", "C", "C", "O", "C", "N", "H", "H", "H", "H", "H", "H", "H", "H", "H", "H", "H", "C", "C", "C", "O", "C", "N", "H", "H", "H", "H", "H", "H", "H", "H", "H", "H", "H", "C", "C", "C", "O", "C", "N", "H", "H", "H", "H", "H", "H", "H", "H", "H", "H", "H", "C", "C", "C", "O", "C", "N", "H", "H", "H", "H", "H", "H", "H", "H", "H", "H", "H", "C", "C", "C", "O", "C", "N", "H", "H", "H", "H", "H", "H", "H", "H", "H", "H", "H", "C", "C", "C", "O", "C", "N", "H", "H", "H", "H", "H", "H", "H", "H", "H", "H", "H", "C", "C", "C", "O", "C", "N", "H", "H", "H", "H", "H", "H", "H", "H", "H", "H", "H", "C", "C", "C", "O", "C", "N", "H", "H", "H", "H", "H", "H", "H", "H", "H", "H", "H", "C", "C", "O", "O", "H", "H", "H", "H", "H", "H"], "coordinates": [[-0.5430, -3.4454, -3.4209], [-1.1868, -4.7214, -2.8795], [-2.5040, -4.4780, -2.1441], [-2.6963, -5.4144, -1.1249], [-3.8040, -5.1464, -0.3291], [-1.3290, -5.7288, -3.9543], [0.5179, -3.6895, -3.5245], [-0.6649, -2.6097, -2.7356], [-0.9211, -3.2457, -4.4188], [-0.5823, -5.2116, -2.1108], [-3.3570, -4.4391, -2.8383], [-2.4289, -3.4631, -1.7132], [-4.7360, -5.0597, -0.9108], [-3.7392, -4.1744, 0.1905], [-3.9482, -5.9207, 0.4203], [-1.6061, -5.2680, -4.8114], [-0.4326, -6.1784, -4.0825], [-3.2513, 3.8576, -0.6767], [-4.3953, 4.8421, -0.7305], [-4.0238, 6.2149, -1.2584], [-2.9910, 6.7961, -0.5046], [-2.7970, 8.1708, -0.7918], [-5.4018, 4.3331, -1.7077], [-2.6772, 3.6925, -1.5873], [-3.5725, 2.8972, -0.2688], [-2.5490, 4.2526, 0.0639], [-4.8507, 4.8865, 0.2642], [-4.9430, 6.8169, -1.3057], [-3.6897, 6.1207, -2.3011], [-3.6585, 8.7564, -0.4588], [-2.6968, 8.3053, -1.8763], [-1.8784, 8.4958, -0.3123], [-5.7162, 3.4089, -1.4184], [-6.2661, 4.8584, -1.5640], [-3.6620, -0.1444, -7.8773], [-2.7920, -1.2159, -7.2619], [-2.4809, -1.0503, -5.8104], [-1.7814, 0.1693, -5.5871], [-1.3729, 0.2744, -4.2406], [-3.3999, -2.5542, -7.4437], [-4.6070, -0.0974, -7.3332], [-3.8018, -0.3126, -8.9443], [-3.1788, 0.8316, -7.7993], [-1.8248, -1.1871, -7.7856], [-1.6878, -1.7628, -5.5350], [-3.3400, -1.1711, -5.1379], [-2.2717, 0.1961, -3.6130], [-0.8941, 1.2272, -4.0384], [-0.6768, -0.5479, -4.0317], [-2.8605, -3.2283, -6.9023], [-3.1939, -2.8635, -8.3904], [0.1343, 1.9481, 0.9548], [0.1161, 0.4991, 1.3655], [1.3873, -0.2267, 0.9084], [1.6155, -0.1650, -0.4925], [0.9940, -1.2119, -1.1849], [-0.0351, 0.3712, 2.7959], [-0.8692, 2.3542, 1.1141], [0.5370, 2.2293, -0.0122], [0.7524, 2.5406, 1.6435], [-0.6702, -0.0348, 0.8184], [1.4097, -1.2799, 1.2235], [2.2708, 0.2034, 1.3992], [1.0479, -2.1709, -0.6390], [1.2914, -1.3647, -2.2161], [-0.1001, -1.0622, -1.1015], [0.8410, 0.4750, 3.2992], [-0.3673, -0.5567, 3.0702], [1.9938, -6.8389, 2.6726], [0.8853, -6.2458, 3.5523], [-0.3821, -5.8718, 2.7994], [-0.2502, -4.6547, 2.0997], [-0.0102, -4.8372, 0.7044], [0.5525, -7.1194, 4.6830], [1.6129, -7.6605, 2.0602], [2.8425, -7.0980, 3.3065], [2.3928, -6.1301, 1.9373], [1.2683, -5.3015, 3.9532], [-1.1069, -5.7288, 3.6169], [-0.8207, -6.6900, 2.2178], [-0.5491, -5.6644, 0.2428], [1.0596, -4.9654, 0.5119], [-0.3499, -3.9126, 0.2361], [1.3899, -7.6152, 4.9679], [-0.0755, -7.8428, 4.3382], [-0.5543, 5.8207, -2.5162], [0.6738, 5.0458, -2.9498], [0.3214, 3.8538, -3.8133], [1.2786, 2.8198, -3.8045], [1.4442, 2.1970, -2.5586], [1.5222, 5.9655, -3.7431], [-1.2439, 5.9303, -3.3510], [-0.2973, 6.7952, -2.0917], [-1.0313, 5.3660, -1.6392], [1.2510, 4.6807, -2.0903], [0.2122, 4.1327, -4.8628], [-0.6470, 3.4372, -3.4841], [0.5027, 2.2336, -1.9998], [2.2522, 2.6181, -1.9496], [1.7147, 1.1507, -2.6959], [2.1980, 5.4513, -4.2976], [2.0581, 6.5736, -3.1353], [0.4323, 1.0421, 6.5536], [-0.0024, 2.3640, 5.9341], [-0.6102, 3.2829, 6.9735], [0.4247, 3.8039, 7.7878], [0.0679, 3.9825, 9.1374], [1.1094, 2.9858, 5.1684], [1.0429, 1.2096, 7.4451], [0.9792, 0.4366, 5.8341], [-0.4411, 0.4703, 6.8803], [-0.7554, 2.0733, 5.1944], [-1.3792, 2.7534, 7.5492], [-1.1116, 4.1381, 6.4959], [0.9455, 4.2943, 9.6925], [-0.4140, 3.0786, 9.5290], [-0.7040, 4.7630, 9.2472], [0.6730, 3.5107, 4.4126], [1.4797, 3.7296, 5.7586], [3.6478, 3.2130, 1.2354], [5.0602, 3.1922, 0.6853], [5.3929, 1.8515, 0.0750], [4.4342, 1.5384, -0.8994], [4.5677, 0.2592, -1.4511], [5.2391, 4.3071, -0.2979], [2.8894, 3.2621, 0.4607], [3.5257, 4.0681, 1.9042], [3.5515, 2.3509, 1.9023], [5.7908, 3.3497, 1.4827], [5.3589, 1.1103, 0.8943], [6.3978, 1.7925, -0.3664], [5.1668, 0.2105, -2.3677], [3.5828, -0.1199, -1.7230], [4.9249, -0.4629, -0.7059], [4.8013, 3.9565, -1.1513], [6.2262, 4.2993, -0.5506], [-2.7454, -1.6496, 4.9109], [-2.1401, -2.4522, 3.7705], [-2.5545, -1.9175, 2.4165], [-3.9775, -1.7946, 2.3931], [-4.4045, -1.1082, 1.2479], [-0.6568, -2.3960, 3.8889], [-2.3989, -0.6096, 4.8941], [-2.4603, -2.0884, 5.8678], [-3.8248, -1.5720, 4.8008], [-2.4832, -3.4833, 3.9141], [-2.2794, -2.6553, 1.6475], [-2.1320, -0.9377, 2.1849], [-4.0883, -0.0579, 1.2577], [-5.4957, -1.1168, 1.2280], [-4.0717, -1.6023, 0.3248], [-0.3016, -3.2287, 3.4140], [-0.4471, -2.5778, 4.8676], [4.1391, -4.4896, -1.0235], [3.9478, -5.1999, -2.3377], [5.0399, -6.2081, -2.6646], [6.3063, -5.6240, -2.5511], [7.3467, -6.4842, -2.9347], [2.6346, -5.9007, -2.3423], [3.2743, -3.8588, -0.7881], [5.0590, -3.9197, -0.9380], [4.0864, -5.1977, -0.1817], [3.8622, -4.4456, -3.1220], [4.8584, -6.4802, -3.7210], [4.9813, -7.1134, -2.0462], [7.2809, -6.6943, -4.0070], [7.3964, -7.3765, -2.3005], [8.2904, -5.9635, -2.7619], [2.7186, -6.5110, -3.1562], [2.5297, -6.5621, -1.5766], [-0.6781, 7.1489, 3.0733], [-1.0129, 5.7783, 2.5120], [-2.3174, 5.7011, 1.9673], [-0.0376, 8.0229, 2.1526], [-0.1998, 7.1005, 4.0574], [-1.6467, 7.6186, 3.2652], [-1.1553, 5.1020, 3.3634], [-0.2599, 5.3598, 1.8370], [-2.4924, 6.0225, 1.0719], [0.8973, 7.8077, 2.0938]], "mulliken_charge": [0.1211, 1.0310, -0.7379, -0.3168, -0.6957, -0.7225, -0.0415, -0.3811, 0.0033, -0.1068, 0.3834, 0.1215, 0.3756, 0.1758, 0.2716, 0.2558, 0.3002, -0.6317, 0.6594, -1.0891, -0.0675, -0.9699, -0.7619, 0.2200, 0.3162, -0.1715, 0.1757, 0.4492, 0.4049, 0.3272, 0.3520, 0.2411, 0.2681, 0.2677, -1.4402, 0.6495, -0.4271, -0.4597, -0.0455, -0.7313, 0.3145, 0.3910, 0.3192, 0.2059, 0.0406, 0.3392, 0.3349, -0.0576, 0.0518, 0.1867, 0.2919, -0.6756, 1.7323, -1.6206, 0.7137, -1.1726, 0.4292, 0.3886, -0.7008, -0.1402, -0.1760, 0.1962, 0.1418, 0.2333, 0.5284, 0.1702, 0.1741, -0.2475, -1.2726, 0.8509, -1.1217, -0.0923, -0.5185, -0.7387, 0.2803, 0.4615, 0.1051, -0.0012, 0.3028, 0.6517, 0.4904, 0.0518, -0.1386, 0.2955, 0.2701, -1.3438, 1.8674, -0.9227, -0.4698, -0.2439, -0.8456, 0.2177, 0.4354, 0.1284, -0.2680, 0.4660, -0.0247, 0.1573, 0.2087, 0.0194, 0.2475, 0.2745, -1.5613, 0.9837, -0.9118, -0.3400, -0.7932, -0.6433, 0.3212, 0.3132, 0.3318, 0.1712, 0.4458, 0.3175, 0.2506, 0.3305, 0.3060, 0.1736, 0.3034, -0.8091, 0.1978, -0.8368, -0.0407, -0.6079, -0.8247, -0.2817, 0.4753, 0.2767, 0.4506, 0.4561, 0.3412, 0.3282, -0.1529, 0.3798, 0.3404, 0.3026, -1.6247, 0.5638, 0.8094, -0.5186, -0.5568, -0.4953, 0.2380, 0.4422, 0.4033, 0.2740, -0.3817, -0.1293, 0.2895, 0.3477, 0.0794, 0.0764, 0.3488, -1.0954, 0.4876, -0.7271, -0.2666, -0.7803, -0.4663, 0.0821, 0.3928, 0.2352, 0.0950, 0.3914, 0.3422, 0.3060, 0.3126, 0.2496, 0.2511, 0.2315, -0.6700, 0.5101, -0.5877, -0.5225, 0.3618, 0.3175, -0.0063, 0.1107, 0.2368, 0.3025]}



| no. | Kohn-Sham gap (eV) |
| --- | --- |
| 1 | 6.2541 |
| 2 | 8.9451 |
| 3 | 9.0619 |